DFT (wB97M-V/def2-TZVPD) results for a cluster of 2 separate species, C3H5IO in total.

Last column: Löwdin charge in e.
CARTESIAN COORDINATES (ANGSTROEM)
1 C 0.06008 1.59371 0.44675  -0.0554
2 C 0.08058 0.52195 -0.54618  -0.4173
3 C 0.48658 -0.74893 -0.66556  -0.0688
4 O 0.19866 1.71875 -0.93926  0.1015
5 I 3.69672 -0.08144 0.02031  0.3124
6 H -0.88453 1.66079 0.97991  0.1216
7 H 0.92951 1.76155 0.99684  0.0810
8 H 0.33379 -1.21799 0.29800  0.0772
9 H 2.22120 -0.25555 -0.90058  -0.2474
10 H 0.45098 -1.28203 -1.65004  0.0952

Atoms 1-6, force components in eV/Å:
-1.4021 -2.3061 1.3842
1.6213 -2.2210 2.6385
-1.8582 -0.0652 -1.5731
-0.7098 3.5604 -3.7650
-0.6206 -0.0172 -0.7349
-0.1792 0.9990 -0.5651

Computed properties:
- total energy (hartree) = -490.1087
- SMILES = C=C1CO1.I
- relative energy (zero: lowest compared OMol25 entry of this formula, charge and spin) (kcal/mol) = 65.4
- max |F| (Eh/bohr) = 0.1017
- HOMO level (Eh) = -0.33584
- net charge = 0
- HOMO-LUMO gap (eV) = 9.6